# 1
Formula: C4H10P
Source: the Open Molecules 2025 dataset
Level of theory: the ωB97M-V functional and the def2-TZVPD basis

The geometry in ORCA input format:
```
! wB97M-V def2-TZVPD RIJCOSX def2/J DEFGRID3
* xyz 1 1
C -1.131 -0.038 1.325
C -1.589 0.169 -0.894
C 1.121 -1.509 -0.340
C 1.109 1.401 0.069
P -0.084 -0.018 -0.079
H -1.392 0.794 1.994
H -1.703 -0.972 1.399
H -2.273 -0.565 -1.269
H -1.758 1.240 -1.097
H 1.784 -1.237 0.589
H 1.627 -1.325 -1.325
H 0.563 -2.521 -0.212
H 0.654 2.330 -0.119
H 1.868 1.219 -0.736
H 1.573 1.604 1.031
*
```

Its LUMO energy is -4.968 eV. The calculation puts the gap between HOMO and LUMO at 9.3 eV. Its HOMO energy is -14.230 eV.

***

# 2
Formula: C4H10S
Source: the Open Molecules 2025 dataset
Level of theory: the ωB97M-V functional and the def2-TZVPD basis

The geometry in ORCA input format:
```
! wB97M-V def2-TZVPD RIJCOSX def2/J DEFGRID3
* xyz 0 1
C 3.915 -0.103 0.112
C 3.396 0.189 1.308
H 4.959 -0.309 -0.069
H 3.278 -0.193 -0.761
H 4.125 0.238 2.103
H 2.337 0.380 1.310
C -3.877 0.010 -0.576
S -2.532 -0.847 0.361
C -1.023 -0.014 -0.319
H -3.858 1.030 -0.224
H -3.705 -0.167 -1.631
H -4.759 -0.547 -0.283
H -1.084 1.062 -0.191
H -0.971 -0.276 -1.372
H -0.200 -0.453 0.235
*
```

Its LUMO energy is 1.007 eV. Its SMILES is C=C.CSC. The calculation puts the gap between HOMO and LUMO at 9.5 eV. Its HOMO energy is -8.521 eV.

***

# 3
Formula: C4H10S
Source: the Open Molecules 2025 dataset
Level of theory: the ωB97M-V functional and the def2-TZVPD basis

The geometry in ORCA input format:
```
! wB97M-V def2-TZVPD RIJCOSX def2/J DEFGRID3
* xyz 0 1
C 7.137 1.138 3.325
C 6.431 1.169 4.443
H 7.508 0.191 2.985
H 7.373 1.928 2.619
H 6.196 0.222 4.914
H 6.026 2.003 5.005
C -4.122 -1.707 -2.657
C -3.023 -0.680 -2.634
S -2.671 0.113 -0.987
H -4.927 -1.599 -1.934
H -3.690 -2.708 -2.546
H -4.572 -1.813 -3.643
H -2.015 -0.853 -3.024
H -3.278 0.202 -3.219
H -3.670 0.827 -0.495
*
```

Its LUMO energy is 1.073 eV. Its SMILES is C=C.CCS. The calculation puts the gap between HOMO and LUMO at 10.0 eV. Its HOMO energy is -8.967 eV.

***

# 4
Formula: C4H10S
Source: the Open Molecules 2025 dataset
Level of theory: the ωB97M-V functional and the def2-TZVPD basis

The geometry in ORCA input format:
```
! wB97M-V def2-TZVPD RIJCOSX def2/J DEFGRID3
* xyz 0 1
C 1.333 0.115 -0.322
C -0.242 0.028 -0.059
C -1.006 -1.182 -0.640
C -0.380 0.333 1.401
H 1.558 -1.053 -0.279
H 1.449 0.139 -1.370
H 2.176 0.835 0.181
H -0.530 -2.101 -0.137
H -0.702 -1.142 -1.654
H -2.075 -0.793 -0.447
H -1.338 0.417 1.638
H 0.207 1.147 1.752
H -0.268 -0.581 2.163
H 0.336 1.901 -1.705
S -0.519 1.938 -0.522
*
```

Its LUMO energy is 0.765 eV. Its SMILES is CC(C)(C)S. The calculation puts the gap between HOMO and LUMO at 9.5 eV. Its HOMO energy is -8.692 eV.

***

# 5
Formula: C4H10S
Source: the Open Molecules 2025 dataset
Level of theory: the ωB97M-V functional and the def2-TZVPD basis

The geometry in ORCA input format:
```
! wB97M-V def2-TZVPD RIJCOSX def2/J DEFGRID3
* xyz 0 1
C -0.438 2.382 0.666
C -0.585 1.041 0.005
C -0.123 -1.527 0.193
C -0.280 -2.032 -1.220
H -0.228 2.352 1.716
H 0.615 2.992 0.359
H -1.389 2.929 0.445
H -0.749 1.067 -1.091
H -1.564 0.576 0.405
H -1.045 -1.377 0.771
H 0.627 -2.138 0.743
H -0.956 -1.319 -1.869
H 0.752 -2.128 -1.705
H -0.681 -3.114 -1.259
S 0.824 0.061 0.226
*
```

Its LUMO energy is 1.062 eV. Its SMILES is CCSCC. The calculation puts the gap between HOMO and LUMO at 9.5 eV. Its HOMO energy is -8.407 eV.

***

# 6
Formula: C4H10S2
Source: the Open Molecules 2025 dataset
Level of theory: the ωB97M-V functional and the def2-TZVPD basis

The geometry in ORCA input format:
```
! wB97M-V def2-TZVPD RIJCOSX def2/J DEFGRID3
* xyz 0 1
C 0.255 1.248 1.111
C -1.243 1.359 1.187
C 0.781 -0.212 1.268
S -0.057 -1.553 0.440
S -0.333 -0.374 -1.547
C 0.277 -1.703 -2.648
H 0.735 1.582 0.180
H 0.733 1.928 1.827
H -1.696 2.353 1.216
H -1.792 0.851 0.382
H -1.554 0.780 2.058
H 1.790 -0.138 0.858
H 0.666 -0.417 2.337
H 0.122 -1.425 -3.693
H 1.362 -1.578 -2.588
H -0.048 -2.702 -2.389
*
```

Its LUMO energy is -0.157 eV. Its SMILES is CCCSSC. The calculation puts the gap between HOMO and LUMO at 8.3 eV. Its HOMO energy is -8.414 eV.

***

# 7
Formula: C4H10SSi2
Source: the Open Molecules 2025 dataset
Level of theory: the ωB97M-V functional and the def2-TZVPD basis

The geometry in ORCA input format:
```
! wB97M-V def2-TZVPD RIJCOSX def2/J DEFGRID3
* xyz 0 1
C 0.870 -0.952 1.159
C -0.936 1.233 -2.777
C -0.463 -0.880 1.367
C -0.540 1.646 0.032
Si 1.941 -2.480 1.728
Si -1.217 2.596 -1.522
S -1.550 0.501 0.890
H 1.567 -0.226 0.821
H -0.114 0.532 -2.725
H -1.034 -1.754 1.801
H 0.423 1.058 -0.082
H 3.012 -2.776 0.813
H 0.828 -3.538 1.716
H 2.286 -2.281 3.210
H -0.538 3.791 -2.003
H -2.826 2.882 -1.309
H -1.710 0.647 -3.120
*
```

Its LUMO energy (spin up / spin down) is -0.402 / -0.514 eV. The calculation puts the gap between HOMO and LUMO (spin up / spin down) at 7.1 / 8.2 eV. Its HOMO energy (spin up / spin down) is -7.536 / -8.746 eV.

***

# 8
Formula: C4H11AgO3
Source: the Open Molecules 2025 dataset
Level of theory: the ωB97M-V functional and the def2-TZVPD basis

The geometry in ORCA input format:
```
! wB97M-V def2-TZVPD RIJCOSX def2/J DEFGRID3
* xyz 0 1
O 1.415 1.006 0.422
C 1.807 -0.333 0.530
C 0.756 -1.315 0.045
O 0.441 -1.048 -1.314
C -0.513 -1.941 -1.850
Ag -0.042 1.259 -1.480
H 2.044 -0.612 1.575
H 2.729 -0.480 -0.058
H -0.162 -1.223 0.652
H 1.140 -2.345 0.145
H -0.703 -1.644 -2.889
H -0.134 -2.975 -1.835
H -1.456 -1.897 -1.280
O -1.008 1.477 0.562
H 0.362 1.183 0.694
C -1.543 2.488 1.340
H -2.401 2.989 0.846
H -1.921 2.123 2.320
H -0.810 3.290 1.574
*
```

Its LUMO energy is -0.593 eV. The calculation puts the gap between HOMO and LUMO at 7.8 eV. Its HOMO energy is -8.380 eV.

***

# 9
Formula: C4H11AlBN
Source: the Open Molecules 2025 dataset
Level of theory: the ωB97M-V functional and the def2-TZVPD basis

The geometry in ORCA input format:
```
! wB97M-V def2-TZVPD RIJCOSX def2/J DEFGRID3
* xyz 2 1
Al -1.912 1.930 -2.022
B -3.090 -0.566 -3.543
H -2.664 -1.231 -4.390
H -2.922 0.527 -3.951
H -4.231 -0.565 -3.367
H -2.507 -0.778 -2.566
C 1.240 -1.322 1.543
C 2.195 -0.198 2.028
C 1.473 1.168 2.011
C 0.877 1.507 0.736
N 0.397 1.802 -0.270
H 0.978 -1.208 0.490
H 0.321 -1.273 2.133
H 1.675 -2.309 1.682
H 2.986 -0.087 1.282
H 2.530 -0.428 3.035
H 2.079 1.916 2.524
H 0.574 1.116 2.646
*
```

Its LUMO energy is -15.142 eV. The calculation puts the gap between HOMO and LUMO at 2.8 eV. Its HOMO energy is -17.906 eV.

***

# 10
Formula: C4H11AlF4N3O9S4
Source: the Open Molecules 2025 dataset
Level of theory: the ωB97M-V functional and the def2-TZVPD basis

The geometry in ORCA input format:
```
! wB97M-V def2-TZVPD RIJCOSX def2/J DEFGRID3
* xyz 1 1
Al 0.947 0.772 0.147
N 0.217 -0.574 -1.079
S -1.108 -0.559 -1.821
O -2.191 -1.393 -1.316
O -1.017 -0.298 -3.258
F -1.397 0.856 -1.145
S 0.675 -2.138 -1.637
O 1.538 -2.098 -2.796
O -0.238 -3.280 -1.480
F 1.769 -2.444 -0.462
N 1.259 2.112 -1.335
S 2.373 3.398 -1.331
O 2.103 4.338 -0.276
O 3.002 3.840 -2.591
F 3.560 2.553 -0.674
S 0.693 2.494 -2.660
O 1.329 1.868 -3.807
O -0.094 3.730 -2.701
F -0.558 1.501 -2.495
C -0.286 -2.668 2.973
C -0.138 -1.760 1.696
C -1.209 -0.727 1.705
O -1.066 0.353 0.764
C -2.180 1.272 1.034
N 1.215 -1.114 1.794
H -0.367 -2.125 3.915
H 0.575 -3.331 3.057
H -1.199 -3.250 2.851
H -0.197 -2.157 0.683
H -1.293 -0.179 2.643
H -2.146 -1.250 1.518
H -3.167 0.812 1.084
H -2.214 2.007 0.229
H -2.120 1.907 1.918
H 1.780 -1.854 2.185
H 1.149 -0.613 2.669
*
```

Its LUMO energy is -8.395 eV. The calculation puts the gap between HOMO and LUMO at 5.9 eV. Its HOMO energy is -14.294 eV.

***

For reference, ΔE to the lowest compared entry with this formula, charge and spin by record: 47.8; 30.8; 40.0; 66.6; 25.3; 27.1; 59.0; 0.3; 60.6; 60.0 kcal/mol.